Computed, not measured: C3H10NO as an isolated structure, with the ωB97M-V functional and the def2-TZVPD basis.

The geometry in XYZ format:
```
15
Properties=species:S:1:pos:R:3:lowdin_charge:R:1
O -2.47 0.32 -0.68 -0.019
C -1.48 -0.45 -0.06 -0.212
C -0.62 0.47 0.78 -0.115
N 0.63 0.66 0.45 0.298
C 3.43 -0.87 -0.32 -0.050
H -2.96 -0.23 -1.31 0.127
H -1.85 -1.26 0.57 0.146
H -0.81 -0.89 -0.82 0.141
H -0.85 0.44 1.85 0.183
H -0.39 1.48 0.08 0.294
H 1.03 1.45 1.00 0.157
H 3.46 0.10 0.18 0.003
H 4.29 -1.47 -0.05 0.029
H 3.38 -0.64 -1.38 0.024
H 2.50 -1.32 0.01 -0.005
```

The multiplicity is 1. The gap between HOMO and LUMO is 8.30 eV. Its energy above the lowest of the compared OMol25 structures with the same formula, charge and spin is 124.6 kcal/mol. The total charge is +1.

***

Computed, not measured: an isolated ion of composition C7H12NSi and charge +1, with the ωB97M-V functional and the def2-TZVPD basis.

The geometry in XYZ format:
```
21
Properties=species:S:1:pos:R:3:lowdin_spin:R:1
C -0.76 0.72 -1.69 0.234
C -0.85 -0.52 -0.90 0.080
C 0.23 1.61 -1.44 0.104
C -0.13 -0.41 0.43 0.082
C 1.45 1.12 -0.74 0.304
C 1.33 -0.09 -0.06 0.323
C -1.35 0.37 1.36 0.039
N -1.45 -0.03 2.75 0.060
Si 2.89 -1.18 -0.49 0.610
H -1.61 1.14 -2.24 0.009
H -0.45 -1.24 -1.73 0.028
H 0.39 2.60 -1.91 -0.001
H -0.11 -1.40 0.91 0.000
H 2.46 1.35 -1.13 0.020
H -1.01 1.52 1.26 0.012
H -2.32 0.17 0.87 0.000
H -0.56 -0.37 3.16 0.002
H -1.84 -0.82 -0.62 0.001
H -2.13 -0.86 2.92 0.001
H 3.78 -0.94 -1.61 0.056
H 3.08 -2.63 0.13 0.037
```

The multiplicity is 3. The gap between HOMO and LUMO (spin up / spin down) is 6.74 / 5.47 eV. Its energy above the lowest of the compared OMol25 structures with the same formula, charge and spin is 19.7 kcal/mol. Its expectation value of S² is 2.014. The total charge is +1.

***

Computed, not measured: a 3-piece molecular cluster, C31H50F5I2N2O10S3 overall, with the ωB97M-V functional and the def2-TZVPD basis.

The geometry in XYZ format:
```
103
Properties=species:S:1:pos:R:3:lowdin_charge:R:1
C 4.61 3.91 1.53 -0.118
C 3.18 3.32 2.04 -0.249
C 2.20 2.92 0.84 -0.194
C 1.03 1.87 1.14 -0.267
C 0.73 1.95 2.72 -0.056
C 1.14 0.40 0.49 -0.227
C 2.69 -0.01 0.15 -0.133
C 3.74 -0.01 1.32 -0.214
O 4.99 0.61 0.85 -0.106
C 0.47 0.42 -1.03 -0.190
C 0.92 1.65 -1.94 -0.549
I 0.07 3.69 -1.93 1.113
C 1.94 1.54 -2.97 -0.696
C 2.39 2.80 -3.90 -0.226
I 3.01 -0.28 -3.47 0.954
C -1.06 -0.04 -1.14 -0.318
C -1.39 -0.09 -2.75 -0.129
C -2.00 1.15 -3.47 -0.121
O -2.09 0.42 -0.30 0.038
C -2.44 1.75 -0.23 -0.208
N -2.95 2.83 -0.47 0.197
N -1.02 -1.55 -0.84 0.125
C -0.27 -1.96 0.39 -0.330
C -1.51 -2.54 1.32 -0.020
S 0.83 -3.46 0.20 0.887
O 0.28 -4.64 0.99 -0.299
O 2.24 -3.29 0.70 -0.285
C 1.01 -4.12 -1.54 -0.292
F 1.47 -3.12 -2.48 -0.024
F -0.25 -4.65 -1.97 0.045
C 2.10 -5.32 -1.64 -0.318
F 3.41 -4.80 -1.56 0.118
F 1.96 -5.83 -2.99 0.083
F 1.84 -6.41 -0.79 0.118
C 0.33 -0.76 1.30 -0.149
C 0.92 -1.25 2.70 -0.022
C -0.08 -0.99 3.97 -0.382
O 0.47 -0.96 5.13 0.032
O -1.48 -0.84 3.92 0.033
H 4.47 4.92 0.98 0.085
H 5.21 4.15 2.50 0.084
H 5.20 3.18 0.88 0.060
H 3.41 2.52 2.82 0.084
H 2.69 4.20 2.62 0.117
H 1.66 3.92 0.59 0.087
H 2.84 2.72 -0.08 0.105
H 0.05 2.31 0.68 0.090
H -0.33 1.52 2.91 0.089
H 1.49 1.41 3.38 0.083
H 0.64 3.06 3.07 0.114
H 2.73 -1.05 -0.38 0.090
H 3.13 0.69 -0.67 0.084
H 4.04 -1.12 1.54 0.134
H 3.44 0.44 2.32 0.101
H 5.48 0.85 1.66 0.099
H 1.00 -0.49 -1.53 0.077
H 2.78 3.65 -3.23 0.075
H 3.22 2.53 -4.63 0.061
H 1.47 3.14 -4.52 0.064
H -0.38 -0.38 -3.25 0.122
H -2.07 -1.02 -2.95 0.140
H -1.27 1.50 -4.31 0.098
H -2.29 2.08 -2.90 0.026
H -2.95 0.82 -4.06 0.103
H -2.04 -1.82 -0.85 0.198
H -0.62 -1.99 -1.69 0.150
H -2.25 -1.68 1.54 0.121
H -1.16 -2.97 2.31 0.108
H -2.08 -3.34 0.70 0.075
H -0.62 -0.18 1.64 0.138
H 1.10 -2.40 2.79 0.141
H 1.88 -0.76 3.06 0.119
H -1.79 -0.76 4.86 0.151
C -1.95 -8.76 0.71 -0.212
C -1.82 -8.60 -0.81 -0.208
C -2.80 -7.51 -1.24 -0.216
S -3.00 -6.42 0.17 0.690
O -4.36 -6.52 0.65 -0.303
O -2.37 -5.15 -0.11 -0.380
C -1.94 -7.35 1.28 -0.222
H -1.14 -9.36 1.12 0.123
H -2.90 -9.26 0.94 0.125
H -0.80 -8.29 -1.05 0.113
H -2.02 -9.53 -1.33 0.121
H -2.42 -6.93 -2.08 0.101
H -3.78 -7.92 -1.48 0.111
H -2.33 -7.29 2.29 0.116
H -0.94 -6.91 1.23 0.093
C -3.58 6.81 0.02 -0.220
C -3.40 8.33 0.07 -0.214
C -1.92 8.61 0.33 -0.220
S -1.02 7.21 -0.34 0.626
O -0.39 6.50 0.75 -0.340
O -0.28 7.64 -1.51 -0.335
C -2.45 6.29 -0.86 -0.271
H -4.56 6.53 -0.37 0.119
H -3.49 6.40 1.03 0.122
H -3.69 8.76 -0.90 0.121
H -4.03 8.79 0.83 0.119
H -1.58 9.52 -0.16 0.108
H -1.70 8.66 1.40 0.109
H -2.27 5.22 -0.74 0.017
H -2.64 6.52 -1.91 0.114
```

The multiplicity is 1. The gap between HOMO and LUMO is 7.93 eV. The total charge is +1.